Below is a 2-piece molecular cluster, C5H12N2O overall in a non-equilibrium geometry, with properties calculated with ωB97M-V/def2-TZVPD.

Last columns: bonded neighbours and bond lengths (Å).
Element x y z (Å)
1 H 0.971 0.691 0.857  N9 1.044
2 H 1.651 -1.674 1.302  C6 1.077
3 C -2.555 1.345 0.044  N13 1.430, C16 1.375, H20 1.081
4 H 3.089 -1.331 0.263  C6 1.130
5 C 1.082 -0.319 -0.994  N9 1.427, H10 1.114, H11 1.118, H14 1.059
6 C 2.304 -0.893 0.949  H2 1.077, H4 1.130, N9 1.418, O15 1.426
7 H -3.698 1.777 -1.678  C16 1.086
8 H -2.296 0.535 -1.967  C16 1.108
9 N 1.612 0.130 0.253  H1 1.044, C5 1.427, C6 1.418
10 H 0.532 -1.285 -1.045  C5 1.114
11 H 1.968 -0.449 -1.663  C5 1.118
12 H -2.286 -1.223 0.223  C18 1.097
13 N -1.499 0.635 0.696  C3 1.430, C18 1.301
14 H 0.471 0.442 -1.406  C5 1.059
15 O 2.947 -0.249 2.046  C6 1.426, H17 0.957
16 C -2.860 1.206 -1.290  C3 1.375, H7 1.086, H8 1.108
17 H 3.450 0.454 1.634  O15 0.957
18 C -1.415 -0.658 0.578  H12 1.097, N13 1.301, H19 1.146
19 H -0.425 -1.235 0.551  C18 1.146
20 H -3.041 2.099 0.647  C3 1.081

energy = -10404.5000 eV
multiplicity = 1
energy relative to the best compared isomer or geometry (same formula, charge and spin) = 90.5 kcal per mole
SMILES = C=CN=C.CNCO
E_HOMO = -8.88 eV